Below is a single C4H8ClF molecule in a non-equilibrium geometry, with properties calculated with the ωB97M-V functional and the def2-TZVPD basis.

Spin multiplicity: 1
Gap between HOMO and LUMO (eV): 11.54
LUMO level (eV): 0.98
Charge: 0
Structure (SMILES): FCCCCCl

Each line ends with the Mulliken charge.
Atoms and positions in Å:
F1 1.26675 -1.63151 0.01484  -0.283
C1 1.68904 -0.42924 -0.34927  -0.425
C2 0.73688 0.64833 0.21650  -0.545
C3 -0.73415 0.52234 -0.24850  -0.562
C4 -1.44879 -0.52417 0.49762  -0.440
Cl1 -3.13283 -0.59798 -0.20849  -0.237
H1 2.65442 -0.29993 0.00735  0.348
H2 1.80584 -0.41269 -1.44465  0.296
H3 0.63745 0.74522 1.30709  0.312
H4 1.28427 1.55805 -0.21504  0.272
H5 -0.80303 0.42353 -1.41284  0.337
H6 -1.24232 1.59091 -0.09132  0.285
H7 -1.06875 -1.49375 0.44407  0.354
H8 -1.64477 -0.09913 1.48266  0.288

***

Below is 2 unconnected molecules or ions with the total composition C4H8ClF2N5O in a non-equilibrium geometry, with properties calculated with the ωB97M-V functional and the def2-TZVPD basis.

Spin multiplicity: 1
Gap between HOMO and LUMO (eV): 10.08
LUMO level (eV): -8.49
Charge: +2

Each line ends with the Mulliken charge.
Atoms and positions in Å:
C1 1.17662 1.99634 -0.22484  0.759
C2 1.96177 -0.33094 -0.65406  0.444
C3 -0.07830 0.05457 0.55067  0.470
C4 -2.34686 -2.51914 -1.62381  0.234
N1 2.21346 0.92682 -0.64468  -0.136
N2 0.28832 1.30423 0.61098  -0.240
N3 0.81892 -0.81837 -0.11423  -0.122
N4 -1.03924 -0.45685 1.27834  -0.325
N5 1.80758 3.10277 0.28706  -0.467
O1 -1.73819 -1.77511 -0.87207  -0.503
F1 -1.65309 -3.52524 -2.03462  -0.148
F2 0.57117 2.45647 -1.34771  -0.292
Cl1 2.93185 -1.60728 -1.21140  -0.004
H1 -3.28205 -2.35323 -2.17005  0.356
H2 2.94677 1.24397 -1.27330  0.326
H3 -0.39749 1.88959 1.06614  0.275
H4 0.68294 -1.82095 -0.17570  0.311
H5 -1.42778 -1.31227 1.05161  0.263
H6 -1.80275 0.14404 1.76086  0.317
H7 1.95244 3.00370 1.27483  0.239
H8 1.85689 3.85253 -0.31869  0.243

***

Below is a single C4H8ClN molecule in a non-equilibrium geometry, with properties calculated with the ωB97M-V functional and the def2-TZVPD basis.

Spin multiplicity: 1
Gap between HOMO and LUMO (eV): 10.07
LUMO level (eV): 0.92
Charge: 0
Structure (SMILES): ClCC1CNC1

Each line ends with the Mulliken charge.
Atoms and positions in Å:
Cl1 -1.87517 -0.65005 1.57213  -0.181
C1 -0.14714 -0.86399 1.47048  -0.683
C2 0.50869 -0.14718 0.24961  0.085
C3 0.10631 -0.59061 -1.15874  -0.521
N1 -0.70543 0.70216 -1.32442  -0.505
C4 -0.03145 1.22409 -0.09568  -0.620
H1 0.11369 -1.95379 1.40740  0.333
H2 0.25448 -0.40696 2.41119  0.323
H3 1.59691 -0.14321 0.33019  0.407
H4 0.98095 -0.53060 -1.80431  0.274
H5 -0.47776 -1.49801 -1.33126  0.282
H6 -0.29693 1.21632 -2.10809  0.253
H7 0.69618 1.98118 -0.25433  0.290
H8 -0.72331 1.66064 0.63584  0.263

***

Below is 2 unconnected molecules or ions with the total composition C4H8ClN2 in a non-equilibrium geometry, with properties calculated with the ωB97M-V functional and the def2-TZVPD basis.

Spin multiplicity: 1
Gap between HOMO and LUMO (alpha / beta) (eV): 8.41 / 8.41
LUMO level (alpha / beta) (eV): -5.56 / -5.56
Charge: +1

Each line ends with the Mulliken charge.
Atoms and positions in Å:
C1 0.53048 -0.75427 0.38506  -0.246
C2 1.54761 0.03394 0.12849  0.630
C3 -1.79280 0.38021 0.08893  -0.011
C4 2.92492 -0.55290 -0.02870  -1.285
N1 -2.75508 0.15422 0.97576  -0.296
N2 -1.92742 1.34302 -0.82255  -0.245
Cl1 1.49400 1.77950 0.09148  -0.108
H1 0.01312 -1.66767 0.56129  0.401
H2 2.97417 -1.13498 -0.82659  0.410
H3 3.50213 0.31766 -0.27872  0.372
H4 3.37632 -1.07195 0.75450  0.372
H5 -2.90731 -0.84261 1.19565  0.313
H6 -3.52821 0.83846 0.71738  0.221
H7 -1.05265 1.62332 -1.40462  0.268
H8 -2.78551 1.80358 -0.96369  0.203

***

Below is a single C4H8ClN3 molecule in a non-equilibrium geometry, with properties calculated with the ωB97M-V functional and the def2-TZVPD basis.

Spin multiplicity: 1
Gap between HOMO and LUMO (eV): 9.74
LUMO level (eV): 0.66
Charge: 0
Structure (SMILES): N[C@H]1C=NNC[C@H]1Cl

Each line ends with the Mulliken charge.
Atoms and positions in Å:
N1 -0.75925 1.67419 0.78734  -0.757
C1 -0.21496 0.85444 -0.43295  0.321
C2 1.24835 0.76826 -0.43650  -0.084
N2 2.01642 -0.27324 -0.25736  -0.562
N3 1.35510 -1.46213 -0.07245  -0.205
C3 0.00513 -1.57215 0.54115  -0.520
C4 -0.76895 -0.44897 -0.37978  -0.270
Cl1 -2.66149 -0.62363 -0.23141  -0.236
H1 -1.65120 1.88906 0.49298  0.274
H2 -0.51122 2.81857 0.50667  0.317
H3 -0.45539 1.46296 -1.28769  0.341
H4 1.62649 1.92947 -0.53346  0.192
H5 1.98848 -1.86388 0.50517  0.291
H6 -0.50771 -2.67713 0.40777  0.278
H7 0.07322 -1.47830 1.73017  0.274
H8 -0.78303 -0.99755 -1.33966  0.345

***

Below is 2 unconnected molecules or ions with the total composition C4H8ClN3O2 in a non-equilibrium geometry, with properties calculated with the ωB97M-V functional and the def2-TZVPD basis.

Spin multiplicity: 3
Gap between HOMO and LUMO (alpha / beta) (eV): 6.52 / 7.23
LUMO level (alpha / beta) (eV): 0.80 / -1.77
Charge: 0

Each line ends with the Mulliken spin population.
Atoms and positions in Å:
C1 1.95234 1.41742 0.83933  0.019
C2 1.62240 -0.11267 0.66771  -0.021
C3 0.72821 1.84173 0.07569  0.038
C4 -1.87268 -2.26355 0.30544  0.031
N1 -0.48123 0.09901 -0.90344  0.539
N2 -1.12555 -0.95456 -1.21287  0.703
N3 0.54551 0.44281 -0.32343  0.419
O1 -2.15904 -0.58985 -2.01946  0.170
O2 -1.63652 -1.56382 1.23276  0.071
Cl1 -3.43930 -2.42066 -0.42082  0.006
H1 2.10609 1.49547 1.92397  -0.004
H2 2.88532 1.69855 0.31520  0.001
H3 2.46308 -0.61837 0.15332  0.012
H4 1.23314 -0.57137 1.63599  0.012
H5 -0.19273 2.14182 0.50494  -0.019
H6 0.94490 2.59100 -0.70831  0.017
H7 -1.20823 -2.96243 -0.16829  -0.002
H8 -2.36574 0.32948 -1.89773  0.008

***

Below is a gas-phase ion, C4H8ClN4 (charge +1) in a non-equilibrium geometry, with properties calculated with the ωB97M-V functional and the def2-TZVPD basis.

Spin multiplicity: 1
Gap between HOMO and LUMO (alpha / beta) (eV): 8.33 / 8.33
LUMO level (alpha / beta) (eV): -4.04 / -4.04
Charge: +1

Each line ends with the Mulliken charge.
Atoms and positions in Å:
C1 1.28062 -1.81505 0.05005  -0.273
C2 1.23862 -0.39596 -0.43759  -0.090
C3 0.69644 -1.96636 1.44192  0.004
C4 -0.99903 0.17040 0.02911  -0.390
N1 0.30195 -2.20928 2.49759  -0.356
N2 0.23797 0.43343 -0.28633  0.418
N3 0.46710 1.77365 -0.83826  -0.836
N4 -1.98089 1.33200 0.17283  -0.232
Cl1 0.18491 -2.95953 -0.92987  -0.117
H1 2.17992 -2.25246 0.03458  0.528
H2 2.18876 -0.05561 -0.85608  0.380
H3 -1.30773 -0.74321 0.62937  0.314
H4 1.26896 2.19163 -0.52573  0.256
H5 0.74003 1.72114 -1.82031  0.289
H6 -2.10896 1.40530 1.20869  0.378
H7 -2.89448 1.20364 -0.20794  0.350
H8 -1.49420 2.16625 -0.16205  0.378

***

Below is a single C4H8ClNOS molecule in a non-equilibrium geometry, with properties calculated with the ωB97M-V functional and the def2-TZVPD basis.

Spin multiplicity: 1
Gap between HOMO and LUMO (eV): 9.04
LUMO level (eV): 0.58
Charge: 0
Structure (SMILES): C[C@H](CCl)ONC=S

Each line ends with the Mulliken charge.
Atoms and positions in Å:
C1 1.17973 -2.21091 0.13948  -1.314
C2 0.02023 -1.21886 0.30519  0.580
C3 -0.39194 -0.50893 -0.92504  -0.720
Cl1 -1.04927 -1.58842 -2.17329  -0.201
O1 0.48520 -0.25562 1.29201  -0.228
N1 -0.44479 0.65350 1.66773  -0.190
C4 -0.35619 1.95129 1.35026  -0.207
S1 0.86957 2.63882 0.43346  -0.275
H1 0.93910 -3.00928 -0.56765  0.395
H2 2.09169 -1.71389 -0.29690  0.325
H3 1.45565 -2.67117 1.10470  0.341
H4 -0.88174 -1.66255 0.78061  0.275
H5 -1.16091 0.26764 -0.76849  0.308
H6 0.35263 0.05500 -1.45023  0.374
H7 -1.17488 0.31391 2.26233  0.249
H8 -1.17616 2.59728 1.71670  0.288

***

Asked for relative energy (zero: lowest compared OMol25 entry of this formula, charge and spin) across the records above, the calculation gives 1.084 0.344 0.746 5.332 3.999 0.132 5.220 2.446 eV in order.